No. 1
75
Properties=species:S:1:pos:R:3:forces:R:3 method="wB97M-V/def2-TZVPD" homo_lumo_gap_ev=6.31 energy_ha=-2125.45974 charge=+2 de_lowest_kcal_mol=30.93 homo_energy_ev=-11.546
Sr -0.6584 0.1852 0.3437 0.9 -0.3 -0.8
O 6.4857 0.0032 -0.7011 0.2 0.1 0.0
C 6.0155 -0.0601 0.4379 -0.8 -0.4 0.0
O 6.4618 -0.1825 1.5798 0.2 0.1 0.0
C 4.4191 -0.0501 0.4197 0.6 0.2 0.1
C 3.7386 0.0038 -0.7827 -0.3 -0.1 -0.2
C 2.3503 -0.0351 -0.7768 0.4 0.0 0.4
N 1.6565 -0.0705 0.3748 1.6 -0.1 0.0
C 2.3135 -0.0658 1.5474 0.3 -0.1 -0.2
C 3.7007 -0.0825 1.6020 -0.2 0.0 0.0
C 1.4698 -0.0584 2.7714 0.0 0.0 0.3
C 2.0212 -0.0070 4.0496 0.0 0.0 0.0
C 1.1837 0.0176 5.1516 -0.1 0.0 -0.1
C -0.1902 -0.0130 4.9585 0.0 0.0 0.0
C -0.6608 -0.0687 3.6612 0.0 0.0 0.1
N 0.1373 -0.0926 2.5915 0.5 -0.1 1.0
C 1.5591 -0.0509 -2.0308 -0.2 0.0 -0.4
C 2.1780 0.0431 -3.2805 0.1 0.0 0.1
C 1.4176 0.0153 -4.4329 -0.1 0.0 0.0
C 0.0374 -0.1138 -4.3246 0.1 0.0 -0.1
C -0.5028 -0.1984 -3.0590 -0.1 0.0 0.0
N 0.2169 -0.1668 -1.9308 0.6 -0.1 -0.9
H 4.3467 0.0555 -1.6766 0.1 0.0 0.0
H 4.2759 -0.1227 2.5179 0.0 0.0 0.0
H 3.0915 0.0227 4.1866 0.0 0.0 0.0
H 1.5976 0.0627 6.1499 0.0 0.0 0.0
H -0.8781 0.0072 5.7917 0.0 0.0 0.0
H -1.7284 -0.1051 3.4643 0.0 0.0 0.0
H 3.2506 0.1425 -3.3470 0.0 0.0 0.0
H 1.8906 0.0931 -5.4027 0.0 0.0 0.0
H -0.5972 -0.1420 -5.1991 0.0 0.0 0.0
H -1.5778 -0.3035 -2.9385 0.0 0.0 0.0
C 1.1093 5.7284 -0.6091 0.2 0.1 -0.1
N 0.3528 4.6254 -0.0312 -0.1 -0.1 -0.1
C -0.5071 4.7024 1.0305 -0.1 -0.1 0.2
C -0.9672 3.4366 1.2427 0.1 0.3 0.0
N -0.4086 2.5856 0.3154 0.1 1.1 -0.1
C 0.3809 3.3433 -0.4303 0.0 0.0 0.1
H 0.7809 6.6607 -0.1606 0.0 0.0 0.0
H 0.9441 5.7775 -1.6832 0.0 0.0 0.0
H 2.1738 5.6036 -0.4191 0.0 0.0 0.1
H -0.7155 5.6258 1.5430 0.1 0.0 0.0
H -1.6458 3.0886 2.0038 0.0 0.1 0.0
H 0.9881 2.9874 -1.2489 0.0 0.1 0.0
N 0.3828 -5.2159 -1.2729 0.0 0.0 0.0
C -0.9679 -4.8948 -0.7033 -0.3 0.3 0.1
C -1.0818 -3.3780 -0.5266 0.2 -0.2 0.1
N -0.0136 -2.8149 0.2908 -0.1 0.1 -0.1
C 1.3043 -3.1891 -0.2117 -0.1 -0.1 0.0
C 1.4795 -4.6980 -0.3877 0.3 0.4 0.2
H 0.4685 -4.7729 -2.1902 0.0 -0.1 -0.1
H 0.4841 -6.2217 -1.4140 0.0 0.0 0.0
H -1.0469 -5.4065 0.2551 0.1 -0.1 0.0
H -1.7396 -5.2770 -1.3697 0.1 -0.1 -0.1
H -2.0480 -3.1474 -0.0781 0.0 0.0 0.0
H -1.0445 -2.8968 -1.5110 0.0 0.0 0.0
H -0.1156 -3.0934 1.2617 0.0 0.0 0.0
H 2.0745 -2.8303 0.4702 0.0 0.0 -0.1
H 1.4610 -2.6899 -1.1736 0.0 0.0 0.0
H 1.4061 -5.2192 0.5661 -0.1 -0.1 0.0
H 2.4442 -4.9266 -0.8381 -0.1 -0.1 -0.1
O -2.7340 -0.3802 0.6664 -2.4 -1.2 0.5
S -3.4217 0.9626 0.8037 -1.5 0.4 -0.4
C -5.2277 0.6523 0.7796 -0.1 0.2 0.1
C -5.7931 1.1837 -0.5394 0.1 0.1 -0.1
C -4.8272 2.2540 -1.0499 -0.1 -0.1 0.0
C -3.4426 1.6461 -0.8885 -0.1 0.3 0.1
H -5.6458 1.1635 1.6460 0.0 0.0 0.0
H -5.3497 -0.4211 0.9122 0.1 0.0 0.1
H -6.7946 1.5857 -0.4008 0.0 -0.1 0.0
H -5.8562 0.3766 -1.2702 0.0 0.0 0.0
H -4.9037 3.1681 -0.4567 0.0 0.0 0.0
H -5.0261 2.5117 -2.0890 0.0 0.1 0.0
H -2.6277 2.3588 -1.0061 0.0 0.0 0.0
H -3.3048 0.7827 -1.5442 0.0 0.0 0.0

No. 2
72
Properties=species:S:1:pos:R:3:forces:R:3 method="wB97M-V/def2-TZVPD" homo_lumo_gap_ev="6.83 / 6.95" energy_ha=-6821.50642 spin_multiplicity=5 charge=+1 de_lowest_kcal_mol=54.95 homo_energy_ev="-10.664 / -11.890"
Os -1.5506 -2.0605 0.3502 -0.5 0.1 0.3
C 0.0619 -4.7769 -1.0167 0.0 0.0 0.0
C -0.3293 -4.1657 0.3012 0.1 -0.1 0.0
C 0.5372 -3.3111 1.0103 0.0 0.0 -0.1
C 0.1681 -2.7548 2.2501 0.0 0.0 0.0
C 1.0912 -1.8315 2.9900 0.0 0.0 0.0
C -1.0848 -3.0878 2.7850 0.0 0.2 0.1
C -1.9596 -3.9742 2.1470 0.0 -0.3 -0.1
C -3.2976 -4.3038 2.7325 0.0 0.0 0.0
C -1.5829 -4.4709 0.8849 -0.1 0.1 0.1
H -0.3176 -4.1734 -1.8432 0.0 0.0 0.0
H -0.3641 -5.7737 -1.1155 0.0 0.0 0.0
H 1.1447 -4.8487 -1.1032 0.0 0.0 0.0
H 1.5092 -3.0682 0.6005 0.0 0.0 0.0
H 0.8405 -0.7870 2.7812 0.0 0.0 0.1
H 2.1216 -1.9960 2.6845 0.0 0.0 0.0
H 1.0048 -1.9841 4.0647 0.0 0.0 0.0
H -1.3748 -2.6476 3.7324 0.0 0.0 0.0
H -4.0196 -3.5242 2.4764 0.0 0.0 0.0
H -3.2396 -4.3689 3.8178 0.0 0.0 0.0
H -3.6764 -5.2447 2.3393 0.0 0.0 0.0
H -2.2600 -5.1233 0.3472 0.0 0.0 0.0
O -2.0548 -2.2153 -1.3188 0.1 0.0 -0.1
C 5.0955 -0.3365 1.5258 0.0 0.0 0.0
O 3.8488 0.3737 1.4124 -0.1 0.0 -0.1
C 2.8852 -0.2546 0.7398 0.1 0.1 0.1
O 2.9925 -1.3926 0.3446 0.0 -0.1 -0.1
C 1.6173 0.5328 0.7080 -0.1 0.1 -0.1
C 1.5798 1.8610 0.9440 -0.2 0.0 0.0
As 2.8164 2.7703 -0.2735 0.0 0.0 0.1
C 2.6261 4.6586 0.1908 0.0 0.0 0.0
C 1.2928 2.5596 -1.5777 -0.2 0.2 0.1
C 0.3716 1.6015 -1.6455 -0.2 -0.1 0.2
As 0.0916 0.0227 -0.4157 0.9 -0.4 -0.4
C 1.0054 -1.1368 -1.7239 -0.1 0.0 0.0
C -0.6731 1.4031 -2.7014 0.2 0.0 -0.1
O -1.6513 0.7357 -2.4526 -0.2 0.0 0.1
O -0.3754 1.8940 -3.8867 0.0 0.0 0.0
C -1.3771 1.7050 -4.9101 0.1 0.0 0.1
C 1.2879 3.7325 -2.5216 0.4 0.1 0.0
O 0.3328 4.3613 -2.8658 -0.1 0.1 0.1
O 2.5598 4.0499 -2.8313 -0.1 -0.1 -0.1
C 2.7140 5.2175 -3.6612 0.0 -0.1 0.0
C 0.2706 2.5211 1.2902 0.0 -0.1 0.2
O -0.0310 3.6545 1.0443 0.0 0.1 -0.1
O -0.5178 1.6833 1.9933 0.1 0.0 0.0
C -1.7904 2.2360 2.3753 0.1 0.0 -0.1
H 5.7465 0.3183 2.0941 0.0 0.0 0.0
H 5.5045 -0.5303 0.5363 0.0 0.0 0.0
H 4.9424 -1.2792 2.0473 0.0 0.0 0.0
H 2.8799 4.7382 1.2480 0.0 0.0 0.0
H 1.6180 5.0305 0.0394 0.0 0.0 0.0
H 3.3509 5.2197 -0.3940 0.0 0.0 0.0
H 1.9465 -0.6867 -2.0286 0.0 0.0 0.0
H 0.3123 -1.1946 -2.5640 0.0 0.0 0.0
H 1.1995 -2.1337 -1.3408 -0.1 0.1 0.0
H -0.9662 2.1741 -5.7964 0.0 0.0 0.0
H -2.3030 2.1862 -4.6047 0.0 0.0 0.0
H -1.5480 0.6419 -5.0650 0.0 0.0 0.0
H 3.7820 5.3233 -3.8163 0.0 0.0 0.0
H 2.3011 6.0874 -3.1539 0.0 0.0 0.0
H 2.1961 5.0686 -4.6059 0.0 0.0 0.0
H -2.2885 1.4513 2.9340 0.0 0.0 0.0
H -2.3564 2.5062 1.4846 0.0 0.0 0.0
H -1.6400 3.1225 2.9875 0.0 0.0 0.0
Cl -6.7101 0.1900 0.8158 0.1 0.0 0.0
C -4.9876 0.2367 1.1910 -0.1 0.0 -0.1
C -4.2525 -1.0029 0.7355 0.1 0.0 0.0
O -4.7134 -1.9531 0.1782 -0.1 -0.1 0.0
O -2.9550 -0.9179 1.1030 0.0 0.2 0.0
H -4.8592 0.3395 2.2670 0.0 0.0 0.0
H -4.5391 1.1025 0.7081 0.0 0.0 0.0

No. 3
23
Properties=species:S:1:pos:R:3:forces:R:3 method="wB97M-V/def2-TZVPD" homo_lumo_gap_ev=9.19 energy_ha=-421.14683 charge=+1 de_lowest_kcal_mol=29.26 homo_energy_ev=-12.185
C 1.7809 -0.4297 2.0857 0.0 0.1 0.8
C 0.8811 -1.1532 1.1018 -0.5 0.3 -1.1
C 0.4873 -0.2453 -0.0565 0.1 -1.0 -0.2
C 1.2448 -0.0808 -1.1450 -0.3 0.2 0.8
N 0.9169 0.5775 -2.2893 0.3 0.1 -0.7
N -0.8976 0.2280 -0.1008 -0.8 0.8 0.1
H 2.5479 0.2129 1.6481 -0.3 -0.1 -0.5
H 2.3557 -1.0998 2.7197 -0.3 -0.2 0.2
H 1.1737 0.2302 2.7111 0.1 -0.1 0.2
H 1.3079 -2.0704 0.7029 0.5 0.1 -0.1
H -0.0740 -1.5445 1.4689 0.2 0.2 0.8
H 2.2302 -0.5149 -1.0247 0.1 0.1 -0.6
H 0.1007 1.1527 -2.3940 -0.1 -0.1 0.2
H 1.5978 0.7265 -3.0130 0.2 -0.1 0.2
H -0.9749 1.2251 -0.3064 0.2 0.1 0.1
H -1.4991 -0.2289 -0.7872 0.3 -0.5 -0.9
H -1.4479 0.1536 0.7491 0.6 0.0 0.6
H -1.2546 -0.8776 -3.2362 0.7 0.0 0.4
H -2.5969 -1.1496 -2.7673 -0.2 -0.2 0.6
O -1.7045 -1.0568 -2.3960 -0.7 0.1 -1.2
H -2.3653 1.4232 2.5046 -0.5 -0.3 -0.4
H -1.6691 2.6212 2.1353 0.1 0.3 -0.7
O -2.1409 1.9006 1.6891 0.3 0.1 1.3